The following is a quantum chemistry calculation of a 2-piece molecular cluster, C5H6OS overall in a non-equilibrium geometry, from the Open Molecules 2025 dataset.

Cartesian coordinates (Å):
C1 -0.94757 -0.84074 -0.60795
C2 -0.12646 -1.79130 -0.16613
C3 0.64458 0.10441 0.68988
C4 -0.58882 0.41372 -0.03063
C5 -1.30177 1.59243 0.04218
O1 0.83831 -1.21439 0.62700
S1 3.70629 0.28749 -0.17934
H1 -1.84340 -1.10493 -1.26846
H2 -0.22321 -2.78883 -0.38099
H3 1.33324 0.86764 1.00304
H4 -1.95820 1.76156 -0.71161
H5 -1.26779 2.29800 0.88820
H6 4.42466 -0.85762 -0.15297

Forces on the atoms, in the same order (eV/Å):
-2.42 -1.25 -2.41
-0.68 3.41 0.15
-1.17 -0.83 -1.49
0.49 1.26 1.27
2.47 -1.43 1.99
1.00 0.44 0.83
-0.28 0.28 -0.03
1.45 0.76 1.12
0.65 -2.30 0.17
0.67 -0.69 0.97
-2.41 0.51 -1.81
0.63 -0.26 -0.79
-0.40 0.09 0.04

## Properties
**Frontier orbital gap**: 4.15 eV
**F_max**: 3.641 eV Å⁻¹
**Highest occupied orbital energy**: -6.904 eV

---

The following is a quantum chemistry calculation of an isolated molecule of C5H6OS2 in a non-equilibrium geometry, from the Open Molecules 2025 dataset.

Cartesian coordinates (Å):
C1 0.34860 -1.01232 -0.18859
C2 -0.46750 -0.07279 -1.09747
C3 -0.33643 -0.49029 0.99225
C4 -0.37823 1.07584 0.76403
C5 -0.51380 1.35204 -0.65904
H1 2.52972 -1.83575 -0.03468
H2 0.28522 -2.03508 -0.37263
H3 -0.79660 -0.34466 -2.17144
H4 0.00763 -0.77417 2.09752
H5 -0.80360 1.72536 1.61917
H6 -0.93154 2.43895 -1.05822
O1 0.72618 1.50358 0.13112
S1 2.14786 -0.59036 -0.05725
S2 -1.81752 -0.94034 0.03524

Forces on the atoms, in the same order (eV/Å):
4.13 3.46 -0.51
-3.88 -2.96 -3.40
-0.82 0.89 3.01
-1.38 0.05 3.93
0.66 1.97 0.90
0.45 -1.15 -0.06
-0.36 -1.35 -0.45
1.35 0.42 1.59
-1.24 0.19 -2.57
0.61 -1.09 -1.48
0.89 -3.67 0.65
1.37 2.15 -1.22
0.45 0.49 -0.36
-2.25 0.59 -0.03

## Properties
**Frontier orbital gap**: 9.20 eV
**F_max**: 5.945 eV Å⁻¹
**Highest occupied orbital energy**: -8.576 eV

---

The following is a quantum chemistry calculation of a 2-piece molecular cluster, C5H6OS2 overall in a non-equilibrium geometry, from the Open Molecules 2025 dataset.

Cartesian coordinates (Å):
C1 -1.15400 -0.40089 0.92684
C2 -0.24409 0.06139 -0.25948
C3 1.77023 -0.46143 0.18616
C4 1.00374 0.77309 0.42141
C5 -0.84194 0.34885 -1.63180
H1 -0.51586 -0.83546 1.72298
H2 -1.94278 0.43249 1.29984
H3 -1.93672 -1.01816 0.37484
H4 2.17824 -1.07446 1.00265
H5 2.50599 0.08724 -0.62558
H6 -1.01723 -0.73622 -2.79760
O1 0.65980 -1.10548 -0.41223
S1 1.17562 2.10204 1.37969
S2 -1.64099 1.82700 -1.58771

Forces on the atoms, in the same order (eV/Å):
-3.47 2.04 -1.45
1.96 -2.19 0.27
0.87 1.53 -1.92
-1.49 2.03 2.07
-2.64 1.11 -0.63
-0.88 0.08 -0.62
2.49 -1.36 -0.52
1.33 -0.38 1.20
0.49 0.68 -0.40
-0.75 -2.23 1.54
0.86 3.12 3.62
0.14 -0.42 -0.58
-0.16 -1.53 -1.53
1.24 -2.49 -1.04

## Properties
**Frontier orbital gap**: 7.82 eV
**F_max**: 4.858 eV Å⁻¹
**Highest occupied orbital energy**: -8.811 eV

---

The following is a quantum chemistry calculation of an isolated molecule of C5H6OS2 in a non-equilibrium geometry, from the Open Molecules 2025 dataset.

Cartesian coordinates (Å):
C1 -0.27466 2.49248 -0.00166
C2 0.05339 1.02031 0.04237
C3 1.89588 -0.40884 0.25610
C4 -0.89242 0.03630 -0.10279
C5 -2.28964 0.15126 0.05878
H1 0.38240 2.89602 -0.79879
H2 -1.36423 2.70167 -0.38998
H3 -0.15735 2.96188 1.05314
H4 1.20750 -0.99341 0.90496
H5 -0.50037 -0.96626 -0.31396
H6 -2.67682 1.17409 0.29063
O1 1.41094 0.77689 -0.09994
S1 3.33297 -0.96214 -0.06499
S2 -3.27884 -1.14649 -0.02647

Forces on the atoms, in the same order (eV/Å):
-1.21 0.56 0.51
-1.84 -0.18 -1.18
-1.27 -1.03 1.48
2.93 -0.16 0.19
-1.21 0.48 0.31
-0.12 0.27 0.90
2.12 -0.63 0.99
0.08 -0.44 -2.01
0.27 0.48 -0.45
-0.39 0.28 0.11
0.12 -0.92 -0.21
-0.85 0.87 -0.10
1.25 -0.19 -0.54
0.12 0.63 0.02

## Properties
**Frontier orbital gap**: 7.76 eV
**F_max**: 2.936 eV Å⁻¹
**SMILES**: C/C(=C\C=S)OC=S
**Highest occupied orbital energy**: -8.890 eV

---

The following is a quantum chemistry calculation of an isolated molecule of C5H6OS2 in a non-equilibrium geometry, from the Open Molecules 2025 dataset.

Cartesian coordinates (Å):
C1 -1.01314 -0.47020 0.54771
C2 -0.45038 1.01480 0.59743
C3 0.63921 0.93386 -0.49459
C4 1.35130 -0.33172 -0.10795
C5 0.21187 -1.26443 0.44330
H1 -0.79867 -0.33216 -1.55283
H2 -1.58492 -0.52792 1.47260
H3 -1.17931 1.84841 0.63694
H4 0.14043 1.07070 1.63119
H5 0.15939 0.59725 -1.59644
H6 1.42053 1.81470 -0.68761
O1 0.15177 -2.53370 0.46574
S1 -2.02674 -0.96425 -0.88645
S2 2.97867 -0.85534 -0.46902

Forces on the atoms, in the same order (eV/Å):
-1.13 2.54 1.53
1.03 -0.37 1.15
1.36 0.98 -2.01
3.07 -2.42 -0.89
0.63 -5.35 -0.62
-3.24 -1.75 0.16
0.02 -0.90 -0.07
0.40 -0.64 -0.59
-1.22 -0.08 -2.00
1.35 1.57 2.47
-2.06 -1.82 0.46
1.41 4.77 0.32
2.62 1.99 -1.02
-4.24 1.47 1.11

## Properties
**Frontier orbital gap**: 7.31 eV
**F_max**: 5.419 eV Å⁻¹
**SMILES**: O=C1C(=S)CC[C@H]1S
**Highest occupied orbital energy**: -9.205 eV

---

The following is a quantum chemistry calculation of an isolated molecule of C5H6OS2 in a non-equilibrium geometry, from the Open Molecules 2025 dataset.

Cartesian coordinates (Å):
C1 -2.17524 0.12923 -0.40458
C2 -1.08966 -0.92276 -0.22149
C3 0.28812 -0.48067 -0.33318
C4 1.09302 -0.17754 0.70589
C5 2.35686 0.46801 0.53540
H1 -0.42236 1.58905 -0.33894
H2 -1.24328 -1.45743 0.72365
H3 -1.28906 -1.62632 -1.04891
H4 0.65142 -0.18460 -1.28603
H5 0.79944 -0.32115 1.75926
H6 2.79402 0.79593 1.47451
O1 -3.31128 -0.19722 -0.61105
S1 -1.69606 1.79856 -0.11610
S2 3.24404 0.58691 -0.83843

Forces on the atoms, in the same order (eV/Å):
-0.17 -0.37 0.55
-0.50 -1.45 -0.70
1.03 0.93 1.48
-1.08 -0.49 0.06
1.55 -0.22 -0.63
0.76 0.04 0.04
-0.30 0.24 -0.13
-0.07 -0.02 0.42
0.32 -0.01 -0.93
-0.15 -0.11 -0.65
0.11 0.31 -0.04
0.10 0.27 -0.03
-1.10 0.74 -0.13
-0.50 0.14 0.69

## Properties
**Frontier orbital gap**: 7.73 eV
**F_max**: 2.026 eV Å⁻¹
**SMILES**: O=C(S)C/C=C/C=S
**Highest occupied orbital energy**: -9.052 eV

---

The following is a quantum chemistry calculation of C5H6OS3 as an isolated structure in a non-equilibrium geometry, from the Open Molecules 2025 dataset.

Cartesian coordinates (Å):
C1 -0.88679 -1.29182 -0.18605
C2 -1.01875 1.41856 0.10227
C3 0.59444 -1.21659 0.04574
C4 0.38774 1.19413 0.12343
C5 0.96898 0.04587 -0.70143
O1 -0.70429 -0.61922 2.29480
S1 -1.58897 -1.59907 -1.61727
S2 -2.14512 2.56659 -0.24904
S3 -1.70664 -0.50093 1.25048
H1 0.90688 -1.17901 1.10466
H2 1.03961 -2.10189 -0.41128
H3 0.98260 2.10512 -0.33869
H4 0.69171 0.96129 1.17079
H5 2.04982 0.10357 -0.91000
H6 0.42879 0.11341 -1.67838

Forces on the atoms, in the same order (eV/Å):
-0.11 0.62 0.24
-2.47 1.71 -1.06
0.15 -1.47 -0.81
3.66 1.24 -0.05
-0.52 0.29 -1.02
0.38 0.11 1.59
-0.30 -0.26 0.87
1.08 -1.86 0.66
-0.70 0.16 -1.85
-0.29 0.01 -0.65
0.05 0.01 -0.06
-1.56 -1.14 1.51
0.26 0.80 -0.35
-0.35 0.25 0.46
0.73 -0.46 0.51

## Properties
**Frontier orbital gap (spin up / spin down)**: 5.89 / 6.19 eV
**F_max**: 3.866 eV Å⁻¹
**Highest occupied orbital energy (spin up / spin down)**: -6.856 / -9.127 eV
**2S+1**: 3
**<S²>**: 2.0549

---

The following is a quantum chemistry calculation of an isolated molecule of C5H6S in a non-equilibrium geometry, from the Open Molecules 2025 dataset.

Cartesian coordinates (Å):
C1 2.43968 0.16899 -0.04737
C2 1.31312 -0.46239 0.22077
C3 0.07112 0.23615 0.23446
C4 -1.20243 -0.33387 -0.08775
C5 -2.50465 0.14838 0.08140
H1 3.34807 -0.56293 -0.24500
H2 2.48224 1.21289 -0.05111
H3 1.16536 -1.44793 -0.02025
H4 -0.98117 -1.37816 0.01663
H5 -3.33075 -0.57689 -0.06274
H6 -2.86995 1.07692 -0.08831
S1 0.06936 1.91884 0.04927

Forces on the atoms, in the same order (eV/Å):
2.70 -3.83 0.05
-0.47 1.07 -0.61
-0.97 6.07 -1.86
-2.26 -0.82 2.83
2.51 -4.62 -1.91
-1.67 2.13 0.32
0.46 1.33 -0.01
0.34 -2.79 0.18
-1.25 -1.23 -0.55
0.78 0.07 0.39
-0.22 3.27 0.29
0.06 -0.66 0.86

## Properties
**Frontier orbital gap**: 7.02 eV
**F_max**: 6.425 eV Å⁻¹
**SMILES**: C=CC(=S)C=C
**Highest occupied orbital energy**: -8.440 eV